1.
16
Properties=species:S:1:pos:R:3:forces:R:3:lowdin_charge:R:1 method="wB97M-V/def2-TZVPD" e_above_lowest_ev=6.025 energy_ha=-288.5606
C -1.311 0.742 -0.328 0.7905 2.1599 0.4002 -0.2406
C -0.910 -0.709 -0.113 -1.2451 -2.6155 -2.5886 -0.1908
C -0.091 -0.213 1.103 -0.9028 -0.8135 -2.2073 -0.2587
C -0.446 0.905 -1.667 -1.5629 -2.4611 2.4534 -0.1161
C -0.379 -0.601 -1.637 -0.2179 -0.2920 2.4273 -0.0005
C 1.243 -0.388 1.626 1.5980 -0.8641 1.9667 -0.0705
N -0.553 1.033 0.864 0.3457 1.7021 1.4564 0.0326
H -2.288 1.223 -0.323 -0.2161 -0.4527 -0.2371 0.1373
H -1.601 -1.586 0.024 0.5329 1.0477 0.1677 0.1264
H -0.998 1.445 -2.359 -0.8283 0.7194 -1.7467 0.0730
H 0.517 1.287 -1.521 1.5020 1.2040 0.2973 0.0841
H 0.452 -1.194 -1.921 0.8869 -0.3407 -0.7014 0.0456
H 1.356 -1.214 2.394 -0.2612 0.8619 -0.7541 0.0924
H 1.536 0.559 2.119 -0.0489 -0.4337 -0.0080 0.0794
H 2.027 -0.584 0.896 -0.0379 -0.0242 -0.4059 0.0752
H 0.018 1.814 1.155 -0.3349 0.6025 -0.5199 0.1311


2.
16
Properties=species:S:1:pos:R:3:forces:R:3:lowdin_charge:R:1 method="wB97M-V/def2-TZVPD" smiles=Cc1cc[nH]c1C e_above_lowest_ev=0.310 energy_ha=-288.7707
C -0.184 0.926 -1.820 -0.2259 0.3602 0.1316 -0.0558
C -0.300 -0.005 -0.642 0.3687 0.0648 -0.7038 -0.2557
C -0.468 -1.394 -0.887 0.0206 -0.3269 0.0385 -0.0764
C -0.100 -2.066 0.238 -0.1245 -0.1655 0.0646 -0.1302
N 0.222 -1.130 1.179 0.0517 -0.0012 0.3196 0.0429
C 0.096 0.139 0.666 0.1104 -0.0702 -0.1505 -0.2865
C 0.323 1.317 1.550 0.0005 0.3030 0.1524 -0.0337
H 0.393 0.424 -2.609 -0.0802 0.1549 0.2263 0.0775
H 0.341 1.848 -1.568 -0.0205 0.0208 0.0301 0.0676
H -1.139 1.205 -2.268 -0.0931 -0.0079 0.0899 0.0698
H -0.824 -1.829 -1.808 0.1807 -0.0340 -0.0288 0.1023
H -0.011 -3.120 0.435 -0.1095 -0.0035 0.0875 0.1035
H 0.602 -1.329 2.086 -0.1329 -0.0281 0.0636 0.1482
H 0.025 2.250 1.078 0.0247 -0.0473 -0.2330 0.0740
H 1.356 1.445 1.889 0.0116 -0.1537 -0.1159 0.0760
H -0.299 1.239 2.445 0.0177 -0.0653 0.0277 0.0765